Entry from OMol25: C11H15F3N2O13 as an isolated structure in a non-equilibrium geometry (wB97M-V/def2-TZVPD).

Geometry (Å):
C: -0.732 2.868 2.633
N: -2.227 2.503 2.649
O: -2.959 3.224 1.997
O: -2.485 1.411 3.131
H: -0.380 2.657 1.623
H: -0.284 2.383 3.500
H: -0.681 3.956 2.653
C: -0.947 1.127 0.787
N: 0.016 0.131 0.316
O: 0.881 -0.367 1.014
O: -0.170 -0.165 -0.877
H: -0.579 1.247 1.806
H: -1.885 0.663 0.484
H: -0.836 2.095 0.297
C: 1.045 -1.241 -2.669
C: 1.682 -1.614 -1.346
O: 2.647 -0.578 -1.137
C: 2.457 0.427 -2.018
O: 3.193 1.444 -2.067
O: 1.581 0.045 -2.946
F: 2.387 -2.762 -1.553
H: -0.041 -1.180 -2.601
H: 1.385 -2.012 -3.361
H: 0.943 -1.775 -0.561
C: -3.047 0.256 -2.709
C: -3.668 0.705 -1.424
O: -3.536 2.108 -1.584
C: -2.462 2.420 -2.264
O: -1.918 3.473 -2.252
O: -1.969 1.228 -2.781
F: -2.952 0.114 -0.462
H: -3.697 0.290 -3.583
H: -2.780 -0.799 -2.654
H: -4.711 0.396 -1.364
C: 2.092 -2.220 1.167
C: 2.013 -3.007 2.483
O: 3.235 -2.596 3.107
C: 4.088 -2.009 2.206
O: 5.279 -1.786 2.462
O: 3.501 -1.934 1.018
F: 2.059 -4.290 2.214
H: 1.565 -1.270 1.259
H: 1.748 -2.765 0.288
H: 1.151 -2.803 3.119

Properties
Kohn-Sham gap (eV): 8.2
Calculated total energy (Ha): -1814.9576
Multiplicity: 1

These are the Mulliken partial charges, in e, on atoms 1 to 4: -0.87 0.83 -0.51 -0.48